8 unconnected molecules or ions with the total composition C42H102O30P6, computed with ωB97M-V/def2-TZVPD.

XYZ file:
```
180
Properties=species:S:1:pos:R:3:lowdin_charge:R:1
C -3.03569 -3.88182 -6.58197 -0.085
C -4.35735 -3.25522 -6.20617 -0.217
O -4.78952 -3.55975 -4.82491 -0.180
P -4.94032 -5.02384 -4.28636 0.321
O -5.91296 -5.14256 -3.19469 -0.230
O -3.44018 -5.39814 -3.87446 -0.211
C -2.91029 -5.10700 -2.53841 -0.230
C -2.17606 -3.80795 -2.67614 -0.064
O -5.23125 -5.90246 -5.55703 -0.203
C -5.25261 -7.44190 -5.42886 -0.170
C -6.68752 -7.83031 -5.45292 -0.092
H -2.19069 -3.43981 -6.04634 0.080
H -3.04065 -4.96588 -6.46966 0.066
H -2.91944 -3.66468 -7.64678 0.083
H -4.29417 -2.16744 -6.34853 0.123
H -5.12965 -3.60646 -6.89045 0.111
H -3.70707 -5.08362 -1.77393 0.104
H -2.25783 -5.96560 -2.34094 0.124
H -2.89318 -2.99992 -2.86421 0.076
H -1.71165 -3.68594 -1.70628 0.075
H -1.41131 -3.87434 -3.44201 0.081
H -4.72404 -7.77018 -6.32404 0.119
H -4.73832 -7.74835 -4.51212 0.118
H -7.22617 -7.53803 -6.34752 0.081
H -6.72893 -8.92076 -5.44220 0.081
H -7.25408 -7.49452 -4.58015 0.084
C -5.78667 -2.39436 -1.28755 -0.077
C -5.76762 -3.44055 -0.20540 -0.224
O -6.69705 -2.95285 0.83928 -0.176
P -6.19550 -1.89452 1.87995 0.315
O -4.74936 -2.08447 2.09369 -0.237
O -6.56883 -0.42487 1.50550 -0.166
C -7.94285 0.10138 1.32959 -0.210
C -8.27602 0.02998 -0.11349 -0.098
O -7.14333 -2.15930 3.09843 -0.175
C -7.32996 -3.53100 3.62911 -0.241
C -8.63317 -4.10532 3.27666 -0.088
H -5.34834 -1.43641 -0.95829 0.081
H -5.22148 -2.81750 -2.12357 0.052
H -6.79805 -2.15736 -1.62094 0.076
H -6.19476 -4.33045 -0.65164 0.106
H -4.72149 -3.56626 0.06930 0.105
H -8.71725 -0.44349 1.86784 0.113
H -7.87928 1.13072 1.72586 0.131
H -8.36750 -0.92715 -0.60581 0.061
H -9.25682 0.49931 -0.31347 0.088
H -7.59658 0.58944 -0.76650 0.087
H -6.50199 -4.16432 3.36310 0.108
H -7.34204 -3.34310 4.70612 0.123
H -8.91761 -4.82150 4.04672 0.082
H -9.40183 -3.31993 3.22543 0.092
H -8.64071 -4.61681 2.30377 0.082
C 1.87913 3.43988 -4.01484 -0.085
C 2.35521 4.86063 -4.34042 -0.176
O 3.84666 4.84724 -4.43446 -0.151
P 4.54469 4.39495 -5.68130 0.236
O 4.32105 3.01257 -6.12944 -0.244
O 4.26734 5.41806 -6.85862 -0.163
C 4.91237 5.17275 -8.13874 -0.295
C 6.02039 6.06735 -8.27803 -0.115
O 6.05072 4.58010 -5.36468 -0.184
C 6.71824 3.98973 -4.16992 -0.199
C 7.14319 5.10104 -3.22102 -0.082
H 2.25401 2.63308 -4.65900 0.074
H 2.13796 3.23552 -2.96778 0.057
H 0.77148 3.47601 -4.04945 0.086
H 1.92503 5.14671 -5.31642 0.119
H 2.05386 5.54210 -3.50837 0.131
H 5.19801 4.12416 -8.30667 0.126
H 4.22011 5.43712 -8.96804 0.129
H 6.39235 5.95073 -9.30034 0.088
H 5.76013 7.11779 -8.12066 0.093
H 6.86700 5.78297 -7.63826 0.084
H 6.05762 3.23637 -3.70008 0.120
H 7.65995 3.56924 -4.51806 0.114
H 7.79358 5.82244 -3.71321 0.081
H 6.35632 5.60098 -2.67193 0.067
H 7.69995 4.53955 -2.45788 0.076
C -0.39244 2.56638 3.52802 -0.066
C 0.45481 3.33267 4.50094 -0.236
O 1.16188 4.32007 3.69612 -0.190
P 1.50144 5.77300 4.18890 0.320
O 2.27642 6.54217 3.21899 -0.219
O 0.12367 6.33807 4.68315 -0.180
C -0.90547 6.52430 3.63285 -0.227
C -2.19288 6.88385 4.35006 -0.083
O 2.14153 5.64333 5.63246 -0.181
C 3.55894 5.39018 5.84824 -0.234
C 3.72565 3.91176 5.98295 -0.078
H 0.20579 1.91460 2.87145 0.086
H -1.01912 1.92381 4.15653 0.087
H -1.04520 3.17807 2.91659 0.070
H -0.14541 3.84880 5.26493 0.124
H 1.16714 2.68710 4.99275 0.105
H -0.66961 7.37135 2.95383 0.130
H -1.09538 5.60671 3.06601 0.107
H -2.37793 6.15392 5.15930 0.086
H -2.16486 7.86717 4.82227 0.077
H -3.00388 6.88247 3.64343 0.070
H 4.14632 5.75512 5.01690 0.096
H 3.84678 5.92348 6.76474 0.126
H 3.34664 3.34665 5.13187 0.068
H 4.80452 3.71849 6.07736 0.088
H 3.19029 3.57510 6.87038 0.083
C 5.66043 7.73547 2.73477 -0.090
C 7.03151 7.13766 2.78947 -0.223
O 6.94266 5.64079 2.78307 -0.182
P 7.24642 4.84129 1.46004 0.312
O 6.98335 5.68701 0.25602 -0.243
O 6.43492 3.53675 1.60071 -0.172
C 5.04195 3.50631 1.13433 -0.222
C 5.05636 3.03005 -0.24548 -0.088
O 8.69999 4.27156 1.50130 -0.167
C 9.16374 3.28098 2.47809 -0.252
C 10.32910 2.49366 2.00125 -0.082
H 4.81144 7.17228 3.13018 0.055
H 5.69504 8.73741 3.18177 0.083
H 5.39233 7.89355 1.69440 0.074
H 7.71693 7.53209 2.02435 0.120
H 7.35953 7.46419 3.80112 0.115
H 4.51856 2.79178 1.77777 0.122
H 4.57248 4.48183 1.16708 0.121
H 5.37347 2.00601 -0.39150 0.076
H 4.06063 3.12346 -0.67507 0.076
H 5.72184 3.62523 -0.88892 0.069
H 9.33777 3.87932 3.36939 0.120
H 8.37229 2.55045 2.69206 0.117
H 10.65231 1.90327 2.86804 0.084
H 10.09216 1.77127 1.21657 0.085
H 11.17981 3.10655 1.71785 0.078
C 0.28645 -8.90539 2.19036 -0.097
C -0.46211 -8.26800 3.26504 -0.208
O -1.65159 -7.70880 2.53650 -0.191
P -1.64485 -6.21951 2.10364 0.302
O -0.45450 -5.51410 1.56643 -0.241
O -2.90243 -6.14372 1.15918 -0.186
C -4.24094 -6.67201 1.48818 -0.241
C -4.51309 -7.96591 0.81974 -0.079
O -2.15495 -5.54287 3.41175 -0.185
C -2.24919 -4.11072 3.57842 -0.240
C -2.89242 -3.79857 4.89562 -0.082
H -0.30406 -9.70401 1.75239 0.082
H 0.61134 -8.21835 1.39254 0.091
H 1.19332 -9.42296 2.56287 0.093
H -0.89641 -8.90733 4.03805 0.127
H 0.05548 -7.45970 3.76182 0.114
H -4.31311 -6.75063 2.58571 0.124
H -4.94669 -5.94288 1.10222 0.101
H -5.48325 -8.34408 1.15152 0.086
H -4.48188 -7.87468 -0.27288 0.082
H -3.71123 -8.67439 1.11598 0.083
H -1.25022 -3.65254 3.55129 0.123
H -2.89850 -3.66929 2.79884 0.106
H -2.75134 -2.74372 5.15032 0.084
H -3.95822 -3.91919 5.01097 0.060
H -2.47881 -4.33583 5.74818 0.076
C 0.64804 2.79674 -0.25449 -0.018
O -0.59221 2.34668 0.37103 -0.026
C -0.89824 1.07957 0.04095 -0.614
O -0.23239 0.51685 -0.79665 0.081
O -1.95899 0.62358 0.72660 0.014
C -2.25799 -0.77332 0.21885 0.021
H 0.47270 2.79418 -1.34099 0.079
H 1.51277 2.18630 -0.00415 0.075
H 0.76502 3.83918 0.01680 0.094
H -2.86888 -1.25197 1.00771 0.072
H -1.31046 -1.28250 0.03842 0.081
H -2.80259 -0.67071 -0.73330 0.093
C 2.96471 -0.53619 -1.57828 0.024
O 2.94931 -1.39209 -0.36482 -0.018
C 2.96267 -0.77043 0.78977 -0.638
O 3.08328 0.45192 0.99170 0.067
O 2.92373 -1.59509 1.80713 0.013
C 2.56470 -3.03645 1.49525 0.022
H 2.01638 0.01587 -1.66686 0.083
H 2.99400 -1.27064 -2.38383 0.092
H 3.83092 0.10671 -1.68338 0.086
H 1.58670 -3.05519 0.98601 0.092
H 2.48177 -3.58234 2.43679 0.089
H 3.32237 -3.49229 0.83646 0.095
```

Results
Total charge: 0
HOMO level: -9.421 eV
Energy: -5967.42268 hartree
Energy relative to the best compared isomer or geometry (same formula, charge and spin): 0.0 kcal/mol
SMILES: CCOP(=O)(OCC)OCC.CCOP(=O)(OCC)OCC.CCOP(=O)(OCC)OCC.CCOP(=O)(OCC)OCC.CCOP(=O)(OCC)OCC.CCOP(=O)(OCC)OCC.COC(=O)OC.COC(=O)OC

4 unconnected molecules or ions with the total composition C2H13NO4, computed with ωB97M-V/def2-TZVPD.

XYZ file:
```
20
Properties=species:S:1:pos:R:3:lowdin_charge:R:1
N -0.70145 -1.28952 0.14397 -0.013
C -1.48921 -0.76363 1.26607 -0.246
C -0.79693 0.42269 1.90762 -0.267
O 0.59025 0.26445 2.14990 -0.087
H -0.96695 -0.88492 -0.75072 0.015
H 0.26578 -0.96788 0.10821 0.057
H -2.43245 -0.41955 0.84527 0.117
H -1.60726 -1.58834 1.96914 0.103
H -0.87445 1.33046 1.30780 0.119
H -1.26543 0.71530 2.85531 0.113
H 0.80482 -0.55355 2.60542 0.095
O 2.75548 2.58667 1.55926 -0.060
H 3.27130 2.48758 2.35982 0.029
H 2.09556 1.89055 1.51299 -0.004
O -1.82604 -1.14784 -2.57621 -0.052
H -1.93908 -2.08824 -2.71866 0.052
H -0.91976 -0.88934 -2.74606 0.026
O 1.97631 0.07317 -4.06482 -0.057
H 1.31602 0.54935 -4.58163 0.036
H 1.74350 0.27259 -3.15267 0.025
```

Results
Total charge: 0
HOMO level: -9.439 eV
Energy: -439.67613 hartree
Energy relative to the best compared isomer or geometry (same formula, charge and spin): 29.3 kcal/mol
SMILES: NCCO.O.O.O

A single C7H14 molecule, computed with ωB97M-V/def2-TZVPD.

XYZ file:
```
21
Properties=species:S:1:pos:R:3:lowdin_charge:R:1
C -0.56332 1.67248 0.54850 -0.063
C -0.52145 0.17530 0.20148 -0.567
C -1.15003 -0.06756 -1.19302 -0.035
C -1.34095 -0.59896 1.24536 -0.069
C 0.94037 -0.27714 0.32447 -0.280
C 2.03065 0.10351 -0.63555 -0.117
C 1.60627 -1.33495 -0.50733 -0.118
H -0.22202 1.84333 1.57685 0.084
H 0.08770 2.25304 -0.11574 0.082
H -1.57819 2.07786 0.46362 0.084
H -2.13042 -0.54817 -1.08726 0.079
H -1.30680 0.86280 -1.74884 0.080
H -0.55015 -0.72823 -1.82645 0.064
H -0.94826 -0.44417 2.25753 0.081
H -2.38721 -0.26748 1.23547 0.084
H -1.32229 -1.67456 1.03261 0.089
H 1.26591 -0.26942 1.36521 0.138
H 1.76266 0.62365 -1.55240 0.103
H 2.99220 0.40216 -0.22441 0.098
H 2.26991 -2.03923 -0.01463 0.097
H 1.06541 -1.76425 -1.34546 0.086
```

Results
Total charge: 0
HOMO level: -10.142 eV
Energy: -275.08299 hartree
Energy relative to the best compared isomer or geometry (same formula, charge and spin): 20.9 kcal/mol
SMILES: CC(C)(C)C1CC1

A single C4H6O2 molecule, computed with ωB97M-V/def2-TZVPD.

XYZ file:
```
12
Properties=species:S:1:pos:R:3:lowdin_charge:R:1
O -0.20054 -2.18080 -0.42786 0.048
C -0.25400 -0.83137 -0.27514 -0.343
C -1.03676 -0.31027 0.67683 -0.115
O -0.68432 0.96928 1.01170 -0.085
C 0.56455 1.19002 0.33334 -0.169
C 0.57038 0.26047 -0.88885 -0.079
H -0.53379 -2.31517 0.48249 0.110
H -2.02930 -0.64974 0.94869 0.138
H 1.40187 0.91670 0.99354 0.128
H 0.61202 2.25229 0.10599 0.122
H 0.01930 0.70949 -1.72799 0.124
H 1.57058 -0.01089 -1.23274 0.121
```

Results
Total charge: 0
HOMO level: -7.837 eV
Energy: -306.42164 hartree
Energy relative to the best compared isomer or geometry (same formula, charge and spin): 53.1 kcal/mol
SMILES: OC1=COCC1

A single C2H6N4S molecule, computed with ωB97M-V/def2-TZVPD.

XYZ file:
```
13
Properties=species:S:1:pos:R:3:lowdin_charge:R:1
H 1.03474 -2.11158 -0.00060 -0.026
N 0.03030 -2.06878 -0.04708 0.141
C -0.42608 -0.87295 -0.06566 -0.455
N -1.79652 -0.58586 -0.12423 0.112
N 0.39064 0.34843 -0.12632 -0.156
N -0.23532 1.61787 -0.02016 0.058
C 1.77531 0.49672 -0.12094 -0.683
S 3.07469 -0.47023 -0.01054 0.640
H -2.01065 0.15286 0.50846 0.064
H -2.29318 -1.42202 0.08147 0.087
H -0.59582 1.70448 0.91048 0.086
H -0.97092 1.65622 -0.68622 0.078
H 2.02282 1.55482 -0.29865 0.055
```

Results
Total charge: 0
HOMO level: -8.685 eV
Energy: -696.97508 hartree
Energy relative to the best compared isomer or geometry (same formula, charge and spin): 32.0 kcal/mol
SMILES: [H]/N=C(/N)N(N)C=S

A gas-phase ion, C6H13N2O2S (charge -1), computed with ωB97M-V/def2-TZVPD.

XYZ file:
```
24
Properties=species:S:1:pos:R:3:lowdin_charge:R:1
C -0.46035 1.13883 -0.70126 -0.045
C -0.30733 -0.34429 -0.44521 -0.481
C -1.51921 -1.10054 -0.95137 -0.108
C 0.89900 -1.03803 -1.22228 -0.074
C -0.11234 -0.61004 1.15417 -0.585
O -0.25039 -1.94497 1.42487 0.014
O -1.15461 -0.00550 1.87967 0.013
C 1.26274 -0.19414 1.63519 -0.660
S 2.53806 -1.34991 1.81844 0.472
N 1.45269 0.95908 2.28863 -0.135
N 0.63298 2.05107 2.10271 -0.073
H -1.24567 1.21140 -1.44365 0.069
H -0.66987 1.66550 0.14796 0.010
H 0.53445 1.53707 -1.13720 0.113
H -1.53077 -2.21409 -0.95069 0.082
H -2.50579 -0.95452 -0.51024 0.075
H -1.82763 -0.96874 -2.02505 0.082
H 0.57598 -0.82549 -2.23262 0.051
H 1.92538 -0.47083 -0.94356 0.100
H 1.07202 -2.15680 -1.01014 0.095
H 0.60248 -2.23198 1.44887 -0.079
H -0.80681 0.89504 1.88887 0.017
H 2.28224 0.89034 2.85471 0.090
H 1.02698 2.88661 2.43670 -0.042
```

Results
Total charge: -1
HOMO level (alpha / beta): -2.751 / -2.750 eV
Energy: -894.54885 hartree
Energy relative to the best compared isomer or geometry (same formula, charge and spin): 34.4 kcal/mol
SMILES: CC(C)(C)C(O)(O)C(=S)N[NH-]

3 unconnected molecules or ions with the total composition C44H53FN3O3PS3, computed with ωB97M-V/def2-TZVPD.

XYZ file:
```
108
Properties=species:S:1:pos:R:3:lowdin_charge:R:1
C 8.90330 -5.06242 3.08263 -0.085
C 8.10385 -4.36640 1.97028 -0.242
N 8.03257 -2.88818 2.11770 -0.191
C 6.65526 -2.41187 2.32461 -0.253
C 6.01853 -3.07188 3.56026 -0.073
C 8.79898 -2.21189 1.17872 -1.089
S 10.40167 -2.46314 1.04262 0.678
S 8.00284 -1.01733 0.09248 0.853
C 7.89437 -2.04580 -1.40743 -0.451
C 6.60072 -2.84447 -1.57381 -0.230
C 5.44726 -2.07781 -2.25510 -0.141
C 4.53205 -1.43642 -1.24007 -0.230
C 4.74234 -0.13150 -0.82717 -0.049
C 3.93271 0.44546 0.13607 -0.069
C 2.91252 -0.29289 0.71233 -0.439
C 2.67752 -1.59420 0.29913 -0.275
C 3.47804 -2.15115 -0.68688 0.017
N 1.63365 -2.36504 0.88368 -0.177
P 2.01594 -3.32208 2.27769 0.874
O 3.09317 -2.37782 3.07563 -0.278
O 3.07780 -4.32385 1.56745 -0.268
C 0.38966 -1.65930 1.00876 -0.242
C -0.77864 -2.29764 0.61870 -0.148
C -0.81592 -3.70292 0.06688 -0.142
C 0.08679 -4.00035 -1.13115 -0.195
C -0.25644 -5.36682 -1.74268 -0.180
C 0.14626 -6.54187 -0.84916 -0.258
O 0.99600 -7.40778 -1.60439 -0.076
C -1.97125 -1.60714 0.76882 0.034
C -2.02524 -0.31854 1.27662 -0.139
C -3.34888 0.35593 1.39157 -0.179
C -4.24382 0.05046 2.41491 -0.011
C -5.44868 0.74557 2.46244 -0.056
C -5.70948 1.70416 1.49166 -0.151
N -4.88312 1.99996 0.48255 0.070
C -3.73477 1.32207 0.45899 -0.090
C -0.85660 0.33073 1.67154 -0.173
C -0.89850 1.71664 2.26293 -0.152
C -1.09846 1.74843 3.78515 -0.156
C 0.02162 1.20808 4.64114 -0.217
F 0.04156 -0.19147 4.64008 -0.068
C 0.34535 -0.36449 1.52040 -0.347
S 1.88440 0.40044 1.96449 1.077
H 9.44843 -4.30438 3.64286 0.071
H 9.64478 -5.74107 2.66601 0.069
H 8.25713 -5.58868 3.78440 0.065
H 8.57545 -4.59954 1.01552 0.095
H 7.08727 -4.75646 1.92387 0.113
H 6.02196 -2.58879 1.45042 0.082
H 6.66623 -1.33468 2.47695 0.101
H 5.54228 -2.33243 4.19905 0.067
H 5.25442 -3.79913 3.28269 0.054
H 6.76580 -3.61174 4.14241 0.070
H 8.07991 -1.37243 -2.24409 0.075
H 8.74258 -2.73070 -1.37112 0.058
H 6.83498 -3.72566 -2.17441 0.112
H 6.27499 -3.16064 -0.58255 0.085
H 5.84461 -1.27775 -2.88306 0.114
H 4.88267 -2.77457 -2.87389 0.115
H 5.54134 0.45508 -1.26292 0.112
H 4.07713 1.46864 0.46020 0.110
H 3.28397 -3.16339 -1.02819 0.124
H 2.73166 -2.19646 3.95260 0.055
H 3.70881 -3.87770 0.98458 0.030
H -1.84896 -3.92983 -0.20510 0.113
H -0.54920 -4.38415 0.88343 0.111
H -0.05230 -3.24158 -1.90367 0.122
H 1.12987 -4.04419 -0.82056 0.084
H 0.19450 -5.48822 -2.72640 0.113
H -1.34084 -5.39659 -1.89437 0.106
H -0.73457 -7.09219 -0.50813 0.116
H 0.69431 -6.16518 0.02246 0.106
H 1.12376 -8.22382 -1.11301 0.079
H -2.89656 -2.08735 0.46974 0.127
H -4.00786 -0.69307 3.16640 0.124
H -6.18039 0.55420 3.23606 0.102
H -6.64094 2.26068 1.53240 0.103
H -3.05228 1.55278 -0.35460 0.128
H -1.74581 2.25286 1.83309 0.106
H -0.00852 2.28065 1.97803 0.097
H -2.04025 1.25991 4.04760 0.115
H -1.21589 2.79900 4.07379 0.121
H 0.99797 1.57752 4.32034 0.089
H -0.12121 1.52307 5.67834 0.116
C -6.92630 5.14596 -3.39758 -0.102
C -6.50982 4.46785 -2.26037 -0.086
C -7.06665 3.23723 -1.94283 -0.092
C -8.04340 2.68774 -2.76295 -0.094
C -8.46484 3.36825 -3.89729 -0.100
C -7.90509 4.59798 -4.21544 -0.104
H -6.48685 6.10284 -3.64681 0.082
H -5.74988 4.89574 -1.61920 0.102
H -6.73376 2.71214 -1.05843 0.066
H -8.47677 1.72643 -2.51742 0.099
H -9.22867 2.94050 -4.53408 0.099
H -8.23167 5.12934 -5.10102 0.099
C -7.94022 11.17989 -4.32097 -0.099
C -9.08843 10.95290 -3.57506 -0.099
C -9.47546 9.65455 -3.27344 -0.095
C -8.71606 8.58135 -3.71858 -0.092
C -7.57093 8.80982 -4.46884 -0.100
C -7.18199 10.10764 -4.76967 -0.096
H -7.63619 12.19252 -4.55259 0.099
H -9.68241 11.78879 -3.22862 0.099
H -10.37020 9.47826 -2.69048 0.100
H -9.01522 7.56818 -3.48072 0.095
H -6.97958 7.97501 -4.82204 0.086
H -6.28786 10.28354 -5.35377 0.100
```

Results
Total charge: 0
HOMO level: -8.026 eV
Energy: -3734.25502 hartree
SMILES: CCN(CC)C(=S)SCCCc1ccc2c(c1)N(P(O)O)c1c(CCCCO)cc(-c3cccnc3)c(CCCF)c1S2.c1ccccc1.c1ccccc1